(1)
174
Properties=species:S:1:pos:R:3 method="wB97M-V/def2-TZVPD" total_energy_ha=-3346.92132 total_charge=+1 spin_multiplicity=2 lumo_ev="-2.88 / -7.87"
C -6.046 -3.875 9.266
O -5.754 -2.607 8.586
C -5.748 -2.720 7.196
C -5.804 -1.318 6.600
N -4.516 -0.549 6.597
C -4.617 0.871 6.142
C -3.356 1.657 6.456
O -2.924 1.669 7.837
C -3.694 2.473 8.762
H -5.957 -3.906 10.352
H -5.226 -4.517 8.944
H -6.984 -4.418 9.157
H -6.557 -3.328 6.792
H -4.923 -3.392 6.957
H -6.472 -0.783 7.275
H -6.300 -1.140 5.646
H -4.131 -0.413 7.521
H -5.492 1.445 6.447
H -4.698 0.831 5.056
H -3.439 2.643 5.998
H -2.560 1.191 5.875
H -4.552 1.920 9.145
H -4.000 3.403 8.283
H -3.091 2.623 9.658
C -0.518 1.069 -10.528
O -0.534 1.670 -9.267
C -1.502 1.269 -8.363
C -1.501 2.031 -6.984
N -0.383 1.727 -5.998
C -0.626 2.364 -4.678
C 0.506 1.913 -3.705
O 0.101 1.975 -2.464
C 0.983 2.400 -1.503
H -0.028 0.106 -10.382
H 0.018 1.534 -11.356
H -1.569 0.927 -10.781
H -1.517 0.192 -8.195
H -2.475 1.589 -8.736
H -2.460 1.759 -6.544
H -1.413 3.105 -7.149
H 0.518 1.836 -6.441
H -1.620 2.072 -4.341
H -0.634 3.453 -4.721
H 1.403 2.494 -3.919
H 0.729 0.858 -3.868
H 1.127 3.480 -1.497
H 2.005 2.129 -1.767
H 0.725 1.986 -0.528
C -0.011 7.264 4.093
O -1.119 7.020 3.317
C -2.144 8.020 3.454
C -3.410 7.860 2.519
N -3.070 8.020 1.076
C -3.184 9.471 0.705
C -3.547 9.624 -0.765
O -3.963 11.012 -0.966
C -4.366 11.259 -2.356
H 0.507 8.185 3.826
H 0.553 6.339 3.968
H -0.124 7.245 5.177
H -1.784 9.009 3.170
H -2.534 8.168 4.461
H -4.130 8.629 2.801
H -3.809 6.845 2.516
H -2.144 7.629 0.977
H -2.250 10.008 0.872
H -4.007 9.992 1.194
H -4.461 9.031 -0.736
H -2.856 9.198 -1.491
H -3.468 11.114 -2.957
H -4.775 12.260 -2.491
H -5.167 10.552 -2.571
C -2.816 3.653 3.096
O -2.779 2.272 2.618
C -1.541 1.923 2.042
C -1.653 0.495 1.555
N -0.227 0.041 1.490
C -0.463 -1.374 1.106
C 0.937 -1.872 0.707
O 1.541 -1.374 -0.489
C 0.830 -1.615 -1.705
H -2.233 3.777 4.009
H -3.771 4.077 3.408
H -2.502 4.361 2.330
H -0.643 2.056 2.646
H -1.577 2.664 1.244
H -2.182 0.635 0.612
H -2.254 -0.081 2.258
H -0.058 0.332 0.538
H -1.152 -1.460 0.266
H -0.738 -2.072 1.896
H 0.891 -2.960 0.673
H 1.770 -1.575 1.344
H 0.603 -2.673 -1.834
H 1.469 -1.252 -2.510
H -0.113 -1.068 -1.714
C 3.367 -5.440 -3.581
O 2.501 -4.872 -4.551
C 1.112 -5.108 -4.262
C 0.704 -6.612 -4.351
N 0.368 -7.043 -5.714
C 1.443 -6.816 -6.662
C 1.126 -7.409 -7.960
O 0.956 -8.850 -7.932
C 1.974 -9.630 -7.402
H 3.818 -6.431 -3.645
H 2.915 -5.532 -2.593
H 4.043 -4.673 -3.203
H 0.413 -4.504 -4.840
H 0.927 -4.886 -3.211
H -0.220 -6.621 -3.771
H 1.594 -7.183 -4.088
H 0.291 -8.050 -5.725
H 2.448 -7.172 -6.432
H 1.526 -5.745 -6.848
H 1.851 -7.263 -8.761
H 0.173 -7.034 -8.332
H 1.964 -10.640 -7.811
H 1.611 -9.846 -6.397
H 3.007 -9.293 -7.307
C 4.930 1.214 -2.251
O 4.799 0.274 -1.175
C 4.938 -1.195 -1.479
C 5.137 -2.076 -0.272
N 6.341 -1.684 0.475
C 6.740 -2.797 1.343
C 8.173 -2.578 1.882
O 9.036 -2.281 0.824
C 10.092 -1.314 1.086
H 4.336 1.115 -3.160
H 5.923 1.028 -2.660
H 4.936 2.195 -1.777
H 5.890 -1.228 -2.009
H 4.140 -1.496 -2.157
H 5.092 -3.129 -0.546
H 4.361 -1.932 0.480
H 7.111 -1.515 -0.157
H 7.030 -3.686 0.783
H 6.069 -2.956 2.187
H 8.579 -3.409 2.460
H 8.042 -1.630 2.404
H 10.020 -0.394 1.666
H 10.355 -1.042 0.064
H 10.938 -1.824 1.546
C -5.434 -0.598 2.180
C -6.730 -0.917 1.528
O -6.888 0.221 0.638
O -5.325 0.659 2.675
H -4.610 -0.921 1.544
H -5.217 -1.260 3.018
H -7.576 -0.927 2.215
H -6.734 -1.882 1.021
H -6.815 0.839 1.368
H -4.623 0.615 3.329
C 2.027 -6.009 0.608
C 3.555 -6.017 0.252
O 4.286 -6.490 1.256
O 1.375 -7.296 0.432
H 1.617 -5.369 -0.175
H 1.898 -5.555 1.590
H 3.848 -4.969 0.196
H 4.040 -6.502 -0.594
H 5.190 -6.265 1.022
H 1.775 -7.902 1.060
C 4.654 1.257 1.559
C 3.111 1.366 1.460
O 2.429 1.078 2.632
O 5.038 1.778 2.815
H 5.220 1.766 0.779
H 4.950 0.208 1.562
H 2.714 0.893 0.562
H 2.887 2.422 1.311
H 1.573 0.722 2.382
H 4.274 1.680 3.389

---

(2)
198
Properties=species:S:1:pos:R:3 method="wB97M-V/def2-TZVPD" relative_energy_kcal_mol=92.70 total_energy_ha=-6560.70965 spin_multiplicity=1 lumo_ev=-0.14
C -2.041 -3.862 1.915
C -3.479 -3.840 1.390
O -4.218 -4.772 1.557
N -3.851 -2.681 0.804
C -5.214 -2.364 0.515
H -1.818 -2.857 2.273
H -1.331 -4.019 1.103
H -1.984 -4.538 2.768
H -3.095 -2.017 0.722
H -5.249 -1.513 -0.164
H -5.722 -2.075 1.435
H -5.702 -3.133 -0.084
C -1.278 2.548 -6.323
C -1.177 3.623 -5.256
O -0.653 3.268 -4.237
N -1.676 4.859 -5.485
C -1.563 5.931 -4.549
H -0.309 2.096 -6.533
H -1.676 2.969 -7.247
H -1.847 1.674 -6.006
H -2.343 5.055 -6.218
H -0.526 6.183 -4.324
H -2.137 5.623 -3.675
H -1.934 6.865 -4.971
C -1.887 -6.207 -4.320
C -1.807 -4.710 -4.035
O -2.852 -4.030 -4.008
N -0.597 -4.208 -3.680
C -0.317 -2.798 -3.342
H -1.525 -6.732 -3.436
H -1.297 -6.482 -5.195
H -2.893 -6.534 -4.581
H 0.089 -4.930 -3.511
H 0.754 -2.595 -3.332
H -0.763 -2.619 -2.363
H -0.828 -2.099 -4.004
C -3.485 -0.409 -2.983
C -3.642 -0.060 -4.460
O -4.016 1.050 -4.785
N -3.241 -1.004 -5.318
C -3.356 -0.793 -6.735
H -3.256 -1.474 -2.951
H -4.416 -0.333 -2.422
H -2.635 0.048 -2.477
H -3.059 -1.911 -4.914
H -2.808 0.060 -7.136
H -4.387 -0.640 -7.056
H -2.986 -1.747 -7.112
C 4.223 1.543 6.973
C 3.355 0.584 6.271
O 2.215 0.424 6.795
N 3.680 -0.091 5.173
C 4.994 0.092 4.536
H 4.634 1.184 7.916
H 3.703 2.485 7.147
H 5.112 1.832 6.412
H 3.144 -0.856 4.789
H 5.112 -0.594 3.697
H 5.783 0.030 5.286
H 5.005 1.061 4.037
C -2.258 3.179 1.588
C -2.918 3.317 2.881
O -2.280 3.328 3.935
N -4.273 3.662 2.885
C -5.080 3.991 3.979
H -2.891 2.557 0.956
H -1.324 2.632 1.723
H -2.053 4.175 1.197
H -4.749 3.572 1.999
H -4.598 4.759 4.585
H -5.300 3.243 4.741
H -6.029 4.386 3.614
C 9.057 -4.366 0.215
C 7.969 -3.459 0.824
O 8.251 -2.881 1.868
N 6.825 -3.404 0.193
C 5.747 -2.462 0.459
H 9.835 -4.471 0.971
H 9.351 -3.958 -0.752
H 8.649 -5.308 -0.152
H 6.685 -3.873 -0.690
H 5.938 -1.670 1.184
H 4.898 -3.112 0.668
H 5.452 -1.960 -0.462
C 3.877 2.293 0.944
C 3.816 0.815 0.493
O 3.905 -0.098 1.300
N 3.800 0.524 -0.752
C 3.865 1.437 -1.868
H 3.063 2.901 0.549
H 4.872 2.706 0.776
H 3.704 2.459 2.007
H 3.602 -0.460 -0.866
H 2.897 1.907 -2.040
H 4.180 0.911 -2.770
H 4.627 2.204 -1.732
C 0.299 -6.022 4.610
O 1.307 -5.251 3.913
P 1.851 -5.727 2.439
O 2.977 -4.921 1.903
O 2.154 -7.341 2.682
C 3.454 -7.824 2.990
O 0.452 -5.778 1.545
C 0.450 -5.946 0.185
H -0.637 -5.466 4.661
H 0.491 -6.171 5.673
H -0.005 -6.950 4.127
H 3.510 -8.880 2.724
H 3.730 -7.807 4.045
H 4.297 -7.371 2.469
H -0.110 -6.857 -0.024
H 1.434 -6.135 -0.245
H -0.052 -5.065 -0.216
C -6.352 1.486 -0.576
O -6.041 2.524 -1.462
P -5.407 3.941 -0.975
O -5.826 4.441 0.366
O -5.593 4.989 -2.206
C -5.011 6.258 -1.989
O -3.806 3.690 -0.980
C -3.241 3.322 -2.214
H -5.963 1.573 0.438
H -5.995 0.517 -0.927
H -7.438 1.478 -0.481
H -4.360 6.316 -1.116
H -5.783 7.027 -1.952
H -4.358 6.545 -2.813
H -2.858 2.302 -2.184
H -2.384 3.940 -2.481
H -3.951 3.397 -3.038
C -4.287 -1.684 7.584
O -3.768 -2.322 6.436
P -2.400 -3.132 6.334
O -1.802 -3.651 7.578
O -1.490 -2.074 5.495
C -1.042 -0.830 6.068
O -2.782 -4.241 5.193
C -3.571 -5.395 5.482
H -4.337 -0.617 7.368
H -3.750 -1.983 8.484
H -5.312 -2.016 7.749
H -1.222 -0.008 5.376
H 0.038 -0.895 6.195
H -1.509 -0.501 6.997
H -3.931 -5.423 6.510
H -2.972 -6.282 5.275
H -4.470 -5.482 4.871
C 1.410 8.187 1.569
O 0.861 6.981 2.108
P 1.240 5.455 1.628
O 2.578 5.204 1.021
O 0.997 4.580 2.963
C 1.053 3.184 2.966
O -0.029 5.117 0.697
C -0.223 5.854 -0.525
H 0.682 8.940 1.268
H 2.092 8.058 0.729
H 1.995 8.643 2.368
H 0.092 2.729 3.206
H 1.784 2.858 3.705
H 1.437 2.810 2.017
H -0.186 5.116 -1.326
H 0.563 6.595 -0.670
H -1.195 6.347 -0.567
C -0.160 1.269 -1.440
O 0.101 -0.085 -1.267
P -0.268 -0.684 0.213
O -1.718 -0.541 0.650
O 0.317 -2.215 0.209
C 1.676 -2.417 -0.076
O 0.745 0.042 1.310
C 0.535 -0.322 2.668
H -1.093 1.580 -0.972
H -0.424 1.449 -2.482
H 0.727 1.807 -1.105
H 1.803 -3.288 -0.720
H 2.259 -2.527 0.838
H 2.086 -1.572 -0.629
H 1.558 -0.423 3.031
H -0.034 -1.245 2.780
H 0.033 0.407 3.304
C 5.533 0.487 -6.508
O 5.173 1.723 -5.918
P 3.610 2.024 -5.601
O 3.512 3.306 -4.864
O 2.918 1.954 -7.063
C 2.874 3.075 -7.924
O 3.061 0.717 -4.835
C 1.703 0.476 -4.688
H 6.190 0.651 -7.363
H 4.799 -0.167 -6.979
H 6.067 -0.171 -5.822
H 3.088 4.006 -7.400
H 1.872 3.077 -8.352
H 3.499 2.945 -8.807
H 1.547 0.181 -3.650
H 1.373 -0.323 -5.352
H 1.218 1.412 -4.964